Model P:
ORCA calculation (ωB97M-V/def2-TZVPD) on one molecule with the formula C3H2FN.

Geometry (Å):
1 N 1.807 -1.840 0.306
2 C 0.869 -1.141 0.344
3 C -0.298 -0.232 0.353
4 C -0.270 0.864 -0.320
5 F -1.443 1.558 -0.593
6 H -1.224 -0.450 0.847
7 H 0.560 1.239 -0.937

Output
Spin multiplicity   1
HOMO-LUMO gap   11.32 eV
E_LUMO   0.41 eV
Charge   0
HOMO level   -10.905 eV
Structure (SMILES)   N#C/C=C/F

These are the natural (NBO) partial charges, in e, on atoms 1 to 4: -0.292 0.259 -0.400 0.310


Model Q:
ORCA calculation (ωB97M-V/def2-TZVPD) on a 2-piece molecular cluster, C3H2FN overall.

Geometry (Å):
1 C -1.183 1.018 0.150
2 C -1.852 -0.126 0.104
3 C -0.511 -0.203 0.441
4 N 1.715 -1.127 -0.149
5 F -3.000 -0.685 -0.114
6 H -0.946 2.107 -0.132
7 H 2.149 -1.853 0.455

Output
Spin multiplicity   1
HOMO-LUMO gap (spin up / spin down)   8.91 / 8.90 eV
E_LUMO (spin up / spin down)   -0.02 / -0.11 eV
Charge   0
HOMO level (spin up / spin down)   -8.933 / -9.008 eV

These are the natural (NBO) partial charges, in e, on atoms 1 to 4: -0.229 0.368 -0.039 -0.327


Which structure wins on stability? model P wins.